Entry 1:
DFT (ωB97M-V/def2-TZVPD) results for one molecule with the formula C6H10.

Element x y z (Å)
C: -1.048140 -0.734037 1.623465
C: -0.572032 0.224309 0.568312
C: 0.913947 0.565205 0.458472
C: 1.276996 0.516188 -1.014176
C: 1.254348 -0.623464 -1.694239
C: -1.373193 0.685526 -0.386940
H: -0.761134 -0.404889 2.629503
H: -2.139243 -0.814020 1.599618
H: -0.625347 -1.735879 1.479731
H: -0.999182 1.420975 -1.087249
H: 1.153481 1.541418 0.899885
H: 1.509525 -0.172575 1.009047
H: 1.384471 1.460921 -1.542325
H: 1.061098 -1.561760 -1.178244
H: 1.328997 -0.670683 -2.775044
H: -2.364596 0.302770 -0.589814

Forces on the atoms, in the same order (eV/Å):
C -0.02 -0.04 0.04
C -0.20 0.04 -0.21
C 0.04 -0.06 0.05
C 0.07 -0.15 -0.13
C 0.12 0.11 0.05
C -0.12 0.05 0.10
H 0.02 0.00 -0.15
H 0.17 -0.02 0.00
H 0.03 0.12 0.02
H -0.06 -0.18 -0.19
H -0.12 -0.16 -0.07
H -0.14 0.04 -0.04
H 0.15 -0.10 0.06
H 0.06 0.05 -0.08
H 0.20 0.07 0.11
H -0.23 0.23 0.46

Properties
E_HOMO: -8.76 eV
LUMO: 0.04230 Ha
Largest force on an atom: 0.0109 Eh/bohr
Relative energy (zero: lowest compared OMol25 entry of this formula, charge and spin): 130.0 kJ/mol
SMILES: C=CCC(=C)C

Atom charges from the Mulliken analysis, given in e for atoms 1 to 5: number 1, C, carries -1.213; number 2, C, carries 0.696; number 3, C, carries -0.657; number 4, C, carries -0.301; number 5, C, carries -0.590

---

Entry 2:
DFT (ωB97M-V/def2-TZVPD) results for a 3-piece molecular cluster, C18H42 overall.

Element x y z (Å)
C: 3.643331 0.405316 -3.655886
C: 3.094289 0.756303 -2.338884
C: 2.082027 1.901416 -2.297414
C: 1.629798 2.371091 -0.833302
C: 0.581530 1.531796 -0.201363
C: 0.278007 1.997928 1.240167
H: 3.988484 1.148300 -4.292975
H: 2.883450 0.008187 -4.427195
H: 4.431720 -0.277146 -3.672679
H: 4.066512 0.791964 -1.562993
H: 2.617224 -0.032545 -2.022036
H: 1.091671 1.698264 -2.693841
H: 2.417893 2.802397 -2.779730
H: 1.368783 3.528187 -0.778254
H: 2.609126 2.220836 -0.156716
H: 0.903625 0.514489 -0.070610
H: -0.385994 1.541702 -0.552966
H: 0.987099 1.698753 1.603669
H: -0.583729 1.575315 1.719416
H: 0.013883 3.005064 1.310854
C: 3.822517 -1.289043 1.930744
C: 2.636763 -1.761452 2.846133
C: 1.260017 -1.331599 2.299864
C: 0.001160 -1.648754 3.053308
C: -0.189038 -3.201310 3.089278
C: -1.544939 -3.678256 3.661574
H: 4.660712 -1.709061 2.053725
H: 3.861326 -0.132996 1.822974
H: 3.682128 -1.605451 0.961050
H: 2.815952 -1.289846 3.915013
H: 2.580058 -2.837599 2.801019
H: 0.984231 -1.798693 1.409865
H: 1.337130 -0.310677 2.177434
H: -0.956643 -1.159534 2.458367
H: 0.086648 -1.312835 4.196181
H: 0.553458 -3.741895 3.641820
H: -0.159125 -3.527593 2.062196
H: -1.607398 -4.779498 3.622712
H: -2.384817 -3.259324 3.012040
H: -1.499883 -3.363755 4.735161
C: -2.317396 2.101603 -3.775430
C: -2.973104 0.749991 -3.505129
C: -2.459750 0.068916 -2.241176
C: -3.171980 0.721529 -1.024873
C: -2.840163 -0.029463 0.265743
C: -3.426850 0.465620 1.535331
H: -1.357964 1.971173 -4.147964
H: -2.514807 2.807374 -2.939865
H: -2.814712 2.596224 -4.462743
H: -2.965121 0.062656 -4.299976
H: -4.086919 0.827319 -3.497296
H: -1.516397 0.235292 -2.525088
H: -2.787385 -0.963505 -2.502830
H: -4.222374 0.952473 -1.250556
H: -2.688413 1.616275 -0.776771
H: -1.765668 -0.158798 0.305346
H: -3.102233 -1.062184 -0.004103
H: -3.128316 1.495143 1.849099
H: -3.096326 -0.036648 2.359924
H: -4.423111 0.130562 1.350634

Forces on the atoms, in the same order (eV/Å):
C -2.24 -0.91 -2.94
C 3.65 3.68 1.02
C -0.60 1.37 2.16
C 3.08 1.25 0.40
C -0.34 0.33 2.12
C -12.12 3.78 -7.33
H 0.96 2.37 -0.48
H 0.47 -0.01 1.54
H 1.17 -1.46 0.49
H -2.63 0.72 -1.71
H -2.58 -4.48 2.01
H 0.17 -0.73 -0.89
H 0.46 0.23 -0.48
H 0.47 -2.40 -0.32
H -1.96 0.67 -1.20
H 0.18 -0.68 -0.42
H -1.83 -0.08 -2.39
H 13.64 -4.48 8.56
H -0.54 -1.09 -0.14
H 0.55 1.99 -0.01
C -7.00 4.95 0.15
C 0.40 1.18 0.58
C 0.54 -0.25 1.51
C -1.65 -0.26 2.38
C -1.64 0.64 -0.35
C 0.25 0.64 -0.30
H 6.72 -2.70 2.32
H 0.22 -1.88 0.58
H -1.23 -0.65 -2.59
H -0.54 -1.40 -1.89
H 0.61 -0.52 0.82
H 0.66 -0.60 -2.28
H -0.12 2.36 -0.65
H 2.36 -1.06 1.81
H -0.61 -0.21 -2.38
H 0.86 0.11 0.24
H 0.31 -0.32 -0.56
H -0.01 0.44 0.05
H 0.83 -0.35 1.38
H -0.95 -0.16 -0.85
C -0.90 -1.71 3.53
C -2.45 1.22 0.25
C -5.57 -0.29 -1.09
C 1.62 -1.07 0.24
C 0.80 -1.72 -1.69
C -0.04 1.12 -1.26
H 2.19 0.13 0.03
H 1.11 -0.69 0.10
H -2.53 2.13 -4.03
H 1.15 -0.76 -1.55
H 0.41 0.58 0.56
H 4.52 -0.01 0.96
H 0.59 0.19 1.31
H 0.19 -0.49 0.27
H 0.50 2.13 -0.48
H 0.60 0.54 0.00
H -0.54 -0.21 0.90
H -1.10 -0.24 -0.99
H 0.99 -2.03 2.10
H -1.51 1.15 0.88

Properties
E_HOMO: -10.45 eV
LUMO: 0.03582 Ha
Largest force on an atom: 0.3251 Eh/bohr
Relative energy (zero: lowest compared OMol25 entry of this formula, charge and spin): 537.2 kJ/mol
SMILES: CCCCCC.CCCCCC.CCCCCC

Atom charges from the Mulliken analysis, given in e for atoms 1 to 5: number 1, C, carries -1.565; number 2, C, carries -0.099; number 3, C, carries -0.413; number 4, C, carries -0.410; number 5, C, carries 1.061

---

Entry 3:
DFT (ωB97M-V/def2-TZVPD) results for a 2-piece molecular cluster, C5H13NO2 overall.

Element x y z (Å)
C: -0.406920 -1.935148 0.754432
N: 0.490086 -0.775897 0.372698
C: 0.087782 -0.204958 -0.904000
C: -0.515397 1.282860 -0.759336
C: -1.463113 1.419247 0.365722
O: -1.790664 0.528708 1.119282
C: 1.163298 -0.483115 -1.963505
H: -0.280005 -1.994125 1.845816
H: -0.192133 -2.927012 0.311790
H: -1.472840 -1.562727 0.595577
H: 1.443733 -1.111411 0.463843
H: -0.856494 -0.764626 -1.151051
H: 0.396179 1.906787 -0.772986
H: -1.136142 1.425420 -1.642921
H: -2.127185 2.304832 0.476071
H: 2.116453 -0.310900 -1.473847
H: 0.859353 -1.398555 -2.464141
H: 1.291040 0.341536 -2.711567
H: 0.156256 1.853102 2.574562
H: 1.156574 0.780259 2.234953
O: 1.080141 1.625722 2.728607

Forces on the atoms, in the same order (eV/Å):
C -0.47 1.66 1.03
N -0.84 -1.42 0.65
C -1.97 -0.10 0.17
C 2.38 -1.81 -0.72
C -1.59 -0.25 1.01
O 0.35 0.13 -0.07
C -0.70 2.65 -0.40
H -0.25 -0.44 -0.24
H -0.04 0.63 -0.20
H 1.53 -1.01 0.14
H -0.03 0.32 -0.70
H 0.98 0.28 -0.28
H -0.90 0.58 0.22
H 0.24 0.48 -0.32
H 0.80 0.53 -0.51
H 0.43 -1.28 0.12
H 1.06 -0.22 0.09
H -0.88 -0.65 0.10
H 0.03 0.03 0.17
H -0.09 0.56 0.28
O -0.06 -0.68 -0.54

Properties
E_HOMO: -8.85 eV
LUMO: 0.03211 Ha
Largest force on an atom: 0.0598 Eh/bohr
Relative energy (zero: lowest compared OMol25 entry of this formula, charge and spin): 262.5 kJ/mol
SMILES: CN[C@H](C)CC=O.O

Atom charges from the Mulliken analysis, given in e for atoms 1 to 5: number 1, C, carries -0.935; number 2, N, carries -0.194; number 3, C, carries 0.080; number 4, C, carries -0.579; number 5, C, carries -0.203

---

Entry 4:
DFT (ωB97M-V/def2-TZVPD) results for a 14-piece molecular cluster, C22H72N2O14 overall.

Element x y z (Å)
C: 3.620820 0.407719 -1.334149
C: 3.072122 1.703756 -2.053275
O: 3.672607 2.856364 -1.496211
H: 4.633005 0.394425 -1.584119
H: 3.104197 -0.478840 -1.688832
H: 3.496420 0.554828 -0.209928
H: 1.976274 1.831348 -1.923015
H: 3.335968 1.715438 -3.128017
H: 3.645788 3.557998 -2.186554
C: -0.160348 2.999365 -3.350231
C: 0.199168 4.072906 -2.345642
O: -0.108537 5.316010 -2.920506
H: 0.069252 2.003489 -2.969836
H: 0.364912 3.091010 -4.275995
H: -1.226087 2.957569 -3.585361
H: 1.304273 4.149158 -2.307131
H: -0.135264 3.810448 -1.389654
H: -1.069488 5.318377 -3.157149
C: 1.680030 4.079764 1.870791
C: 3.107448 3.825610 1.963955
O: 3.333420 2.673476 1.203869
H: 1.417351 4.389509 0.811527
H: 1.432017 4.925222 2.581135
H: 1.066764 3.249920 2.240593
H: 3.383268 3.661656 3.036863
H: 3.749614 4.574469 1.508777
H: 3.535938 2.935416 0.316782
C: -3.110603 1.251510 -2.327547
C: -3.095065 -0.184929 -1.739839
O: -3.370374 -0.054589 -0.348465
H: -2.751439 1.175571 -3.346316
H: -2.407832 1.823284 -1.803512
H: -4.107556 1.695208 -2.346668
H: -2.177433 -0.706748 -1.830383
H: -3.860981 -0.809959 -2.111573
H: -3.489006 -0.940950 -0.021436
C: -2.688175 -0.179386 2.826069
C: -3.556670 -0.735144 3.981787
O: -2.773547 -1.315729 4.942443
H: -1.897044 0.565221 3.052408
H: -3.379410 0.247499 2.108641
H: -2.167680 -1.026137 2.451316
H: -4.300319 -1.440901 3.600873
H: -4.080906 0.039363 4.522095
H: -2.355911 -0.712237 5.512284
C: 0.736598 -0.462720 -4.326342
C: -0.318935 0.188190 -5.269993
O: -0.806043 -0.800915 -6.125824
H: 1.356808 -1.154616 -4.832878
H: 0.118749 -1.035705 -3.574800
H: 1.397045 0.248991 -3.796990
H: 0.140930 0.966204 -5.899232
H: -1.140412 0.654499 -4.703167
H: -1.753383 -0.947331 -6.001682
C: 2.379104 0.622877 3.835059
C: 0.901440 0.292796 4.195056
O: 0.529622 -0.818626 3.390806
H: 2.676745 1.532169 4.350057
H: 2.527472 0.641795 2.722679
H: 3.025241 -0.208444 4.194952
H: 0.327700 1.188112 4.074147
H: 0.832206 -0.088614 5.203303
H: 0.183121 -0.502093 2.536619
C: -0.017345 1.400902 0.675088
C: 0.188225 0.129479 -0.108786
O: -0.397287 -0.972324 0.599313
H: -1.050728 1.658317 0.824482
H: 0.613062 2.258770 0.328968
H: 0.319656 1.366329 1.678472
H: 1.248056 -0.112288 -0.242637
H: -0.124196 0.178002 -1.123583
H: -1.248627 -1.183290 0.197796
C: 0.813062 -4.228361 3.000765
O: 0.379370 -5.464472 3.376603
N: 0.730311 -3.758518 1.791734
N: 1.331398 -3.398936 3.850918
H: 0.409153 -4.360475 1.009294
H: 0.610491 -2.777366 1.598606
H: 1.066947 -3.634980 4.798722
H: 1.411907 -2.445825 3.527221
C: -1.287047 -3.422137 -2.883296
O: -1.052862 -4.821344 -3.093210
H: -2.343816 -3.205237 -2.810488
H: -0.956027 -2.768130 -3.704167
H: -0.812492 -2.979117 -2.012917
H: -1.768077 -5.096534 -3.648244
C: 1.790405 -3.208696 -2.004802
O: 1.656161 -3.605487 -3.369774
H: 1.372844 -2.211751 -1.772075
H: 2.864693 -3.189152 -1.779508
H: 1.394819 -3.954705 -1.342488
H: 0.725788 -3.626347 -3.511546
C: 3.282056 -2.007871 1.185941
O: 3.384724 -3.411122 1.444217
H: 2.668367 -1.701789 0.359238
H: 4.289330 -1.699227 1.220333
H: 2.728759 -1.502279 2.020994
H: 2.437936 -3.727346 1.472220
C: -3.822142 -3.513529 -0.403590
O: -2.754555 -2.703330 -0.023254
H: -4.308894 -3.704926 0.544526
H: -3.462820 -4.410027 -0.857524
H: -4.550445 -2.988899 -1.044664
H: -2.600388 -2.982211 0.913265
C: -2.518522 3.387557 2.889524
O: -2.692050 4.144506 4.078693
H: -2.978170 2.405883 2.976900
H: -1.438489 3.277314 2.703730
H: -2.919117 3.908772 2.091551
H: -2.658413 5.078269 3.854805

Forces on the atoms, in the same order (eV/Å):
C -2.09 2.35 0.83
C -0.40 -1.03 0.09
O 0.56 1.28 -0.58
H 1.78 -0.46 -0.16
H 0.01 -0.07 0.02
H 0.17 -0.34 -1.46
H 0.44 -0.48 -0.24
H -0.38 -0.48 0.34
H 0.12 -0.68 0.96
C -0.39 -1.04 0.62
C 2.20 -0.25 -2.91
O -2.01 0.87 0.29
H 0.05 -0.10 0.14
H 0.45 0.35 -0.60
H -0.08 0.33 0.11
H -0.40 -0.41 0.39
H -1.04 0.27 1.66
H 1.18 0.10 0.30
C -2.25 2.77 0.41
C 1.20 -0.87 0.49
O 0.51 -1.77 0.89
H -0.07 -0.45 1.25
H -0.02 -0.48 -0.92
H 0.36 0.04 -0.38
H 0.16 0.00 -0.90
H -0.14 0.77 0.51
H 0.26 0.14 -1.06
C -0.55 -2.37 -0.83
C -0.92 2.00 1.16
O 0.06 0.96 0.07
H -0.03 0.15 -0.40
H 0.83 1.06 0.95
H 0.16 -0.10 0.28
H 1.31 -0.28 -0.63
H -0.91 -0.60 -1.17
H 0.05 -0.59 0.43
C -0.96 0.24 0.76
C 0.53 2.02 -0.34
O 0.36 -3.36 0.20
H -0.72 -0.37 0.44
H 0.19 0.06 -0.54
H 0.41 -0.70 -0.76
H 0.27 -0.12 0.06
H -0.78 0.71 -0.49
H 0.61 1.38 0.81
C -1.87 0.80 1.23
C 1.13 0.49 0.57
O -0.85 -0.92 -0.59
H 0.49 -0.70 -0.71
H 0.97 0.50 -0.47
H -0.51 -0.15 -0.22
H -0.07 -0.07 0.25
H 0.38 -0.08 -0.05
H 0.39 0.16 -0.01
C -0.23 -1.02 0.10
C 2.38 -0.83 -0.63
O -1.01 0.61 -0.67
H 0.27 0.23 -0.28
H -0.22 0.53 1.03
H -0.34 0.52 -0.14
H -0.94 0.33 -0.20
H -0.07 0.31 0.46
H 0.07 -0.30 0.24
C 0.72 1.11 -0.78
C 0.98 -0.28 1.08
O 0.18 -0.18 -0.41
H -0.67 0.26 -0.65
H -0.85 -0.68 -0.35
H 0.73 -0.82 1.15
H 0.04 0.17 0.50
H -0.98 0.19 -0.91
H -0.13 0.07 0.11
C -2.95 -7.75 3.55
O 2.00 5.40 -2.11
N -1.23 -0.18 -5.36
N 0.66 0.69 2.07
H 0.18 0.45 1.29
H -0.02 0.30 0.16
H 0.39 0.44 -0.04
H 0.02 0.23 0.73
C -0.48 0.65 -0.61
O 0.54 1.27 0.83
H -0.45 -0.08 0.26
H 0.10 -0.51 -0.32
H 0.13 -0.76 0.43
H -0.46 -0.53 -0.55
C 1.27 0.16 -0.43
O 0.95 0.64 0.89
H -0.01 -0.28 -0.20
H -0.22 0.17 -0.12
H -0.56 -0.40 0.45
H -0.86 -0.42 -0.62
C -1.20 -0.87 2.38
O -1.27 0.21 -0.74
H 0.27 -0.25 -1.19
H 0.96 1.02 -0.56
H 0.63 -0.27 -0.17
H 1.52 0.14 0.00
C -1.45 0.10 0.45
O 1.41 0.53 1.55
H -0.85 -0.78 -0.22
H 0.01 -0.75 -0.44
H 0.50 -0.09 0.05
H 0.39 0.65 -1.16
C 1.45 -0.37 1.43
O -0.27 -0.17 0.35
H -0.06 0.20 0.19
H -0.17 -0.27 -0.09
H -0.99 0.83 -1.90
H 0.03 -0.07 0.02

Properties
E_HOMO: -8.83 eV
LUMO: 0.00131 Ha
Largest force on an atom: 0.1755 Eh/bohr
Relative energy (zero: lowest compared OMol25 entry of this formula, charge and spin): 30.1 kJ/mol

Atom charges from the Mulliken analysis, given in e for atoms 1 to 5: number 1, C, carries -0.286; number 2, C, carries 0.015; number 3, O, carries -0.737; number 4, H, carries 0.568; number 5, H, carries -0.096